1.
{"formula": "C8H16FNSi", "method": "ωB97M-V/def2-TZVPD", "s_squared": 2.02, "spin_multiplicity": 3, "total_charge": 0, "elements": ["C", "C", "C", "C", "C", "C", "C", "C", "N", "F", "Si", "H", "H", "H", "H", "H", "H", "H", "H", "H", "H", "H", "H", "H", "H", "H", "H"], "coordinates": [[0.36919, -0.13807, -0.44885], [3.26174, 1.66251, 0.29331], [1.54028, -2.64694, 0.19493], [-3.37973, 0.01690, 1.85420], [-3.90612, 1.57731, -0.99777], [2.54950, 0.98837, -0.88387], [2.44675, -1.51132, -0.26715], [1.73529, -0.20008, -0.45403], [-0.81443, -0.12169, -0.66609], [-3.87770, -1.25865, -0.66789], [-3.27860, 0.09278, -0.02964], [2.53486, 2.00339, 1.03065], [3.83726, 2.52198, -0.05113], [3.94625, 0.96724, 0.77734], [1.19613, -2.47578, 1.21056], [0.67327, -2.72892, -0.45537], [2.08180, -3.59114, 0.17201], [-4.40949, 0.02155, 2.20704], [-2.90586, -0.88866, 2.22407], [-2.86583, 0.86175, 2.30504], [-3.76047, 1.43192, -2.06449], [-4.97153, 1.72569, -0.82138], [-3.38838, 2.48829, -0.71058], [3.30459, 0.65393, -1.60678], [1.90700, 1.71914, -1.38484], [3.25607, -1.37511, 0.45923], [2.91818, -1.79636, -1.21847]], "atomic_forces_ev_per_a": [[-4.23, -0.02, -1.37], [-0.04, -0.01, -0.01], [0.21, 0.03, -0.08], [-0.83, 0.13, -0.27], [-0.74, -0.23, 0.49], [-0.15, 0.18, 0.08], [-0.33, -0.12, 0.30], [1.24, -0.15, -0.23], [4.90, -0.14, 0.57], [-0.69, -0.42, -0.11], [0.98, 0.61, 0.38], [0.05, 0.03, 0.03], [-0.01, -0.01, 0.02], [0.03, 0.01, 0.07], [-0.12, 0.00, 0.11], [-0.10, -0.09, -0.02], [-0.03, -0.04, 0.03], [-0.24, -0.02, 0.31], [0.07, -0.13, -0.13], [0.07, 0.17, -0.08], [0.09, -0.16, -0.07], [-0.26, 0.22, -0.13], [0.13, 0.03, 0.14], [-0.16, -0.02, 0.04], [0.07, -0.11, 0.03], [0.08, 0.04, -0.13], [0.01, 0.22, 0.06]]}

=====

2.
{"formula": "C40H39AuBN3O4SSi", "method": "ωB97M-V/def2-TZVPD", "total_charge": 0, "elements": ["Au", "C", "Si", "C", "N", "C", "C", "C", "C", "C", "C", "C", "C", "C", "C", "C", "C", "C", "C", "C", "C", "C", "H", "H", "H", "H", "H", "H", "H", "H", "H", "H", "H", "H", "H", "H", "H", "H", "H", "H", "H", "H", "H", "H", "H", "H", "O", "S", "O", "N", "C", "C", "C", "C", "C", "C", "C", "C", "N", "C", "C", "C", "C", "C", "C", "C", "H", "H", "H", "H", "H", "H", "H", "H", "H", "H", "H", "O", "B", "O", "C", "C", "C", "C", "C", "C", "H", "H", "H", "H"], "coordinates": [[-0.19729, -0.29520, -0.67440], [1.81056, 0.20253, -0.90782], [2.52337, 1.71047, -0.06509], [1.72613, 3.40425, -0.47220], [0.29127, 3.53700, -0.65466], [-0.32232, 3.60631, -1.96803], [-1.28757, 4.80257, -2.03592], [-1.89637, 5.06729, -0.64424], [-2.00139, 3.76686, 0.15581], [-0.59825, 3.20362, 0.42701], [4.27976, 1.97845, -0.68920], [5.40593, 1.81900, 0.12480], [6.69066, 1.97857, -0.38569], [6.87451, 2.29363, -1.72517], [5.76949, 2.44477, -2.55578], [4.48961, 2.28383, -2.04063], [2.65978, 1.44677, 1.78789], [2.35619, 2.42293, 2.73762], [2.54200, 2.18739, 4.09762], [3.04932, 0.96808, 4.53545], [3.36594, -0.01854, 3.60766], [3.16982, 0.22230, 2.25349], [2.35863, -0.67997, -0.54332], [1.96823, 0.24379, -1.99263], [2.22396, 3.74626, -1.38480], [2.08252, 4.06250, 0.34297], [-0.88557, 2.68919, -2.18519], [0.45561, 3.69180, -2.72714], [-2.07724, 4.57983, -2.76487], [-0.75850, 5.69493, -2.38208], [-2.88270, 5.52470, -0.74921], [-1.26675, 5.76939, -0.09147], [-2.59967, 3.04554, -0.40919], [-2.50942, 3.93214, 1.10844], [-0.67229, 2.10033, 0.57899], [-0.19181, 3.61794, 1.35792], [5.28195, 1.57743, 1.17578], [7.54975, 1.85340, 0.26431], [7.87507, 2.41926, -2.12274], [5.90554, 2.68524, -3.60441], [3.63561, 2.39901, -2.70811], [1.96170, 3.38436, 2.42841], [2.29726, 2.96156, 4.81685], [3.19738, 0.78851, 5.59522], [3.76832, -0.96995, 3.94012], [3.41598, -0.56289, 1.53856], [-4.37190, 0.42223, -1.81537], [-3.08169, -0.19802, -1.92200], [-2.11911, 0.35082, -2.84108], [-2.35654, -0.25313, -0.47312], [-3.05491, -0.42445, 0.74437], [-4.41384, -0.60915, 0.87429], [-5.01289, -0.84660, 2.13157], [-4.27634, -0.91429, 3.27173], [-2.88805, -0.67208, 3.19736], [-2.04482, -0.68959, 4.33065], [-0.71913, -0.41629, 4.19477], [-0.22335, -0.09090, 2.91561], [-0.97498, -0.06414, 1.83995], [-2.28682, -0.38454, 1.95051], [-3.34035, -1.86888, -2.45610], [-4.30491, -2.66630, -1.84128], [-4.48236, -3.96915, -2.27717], [-3.71556, -4.46403, -3.32716], [-2.77238, -3.65615, -3.94693], [-2.57343, -2.35407, -3.50857], [-5.03367, -0.53199, -0.00568], [-6.08623, -0.99162, 2.17739], [-4.73247, -1.13652, 4.23100], [-2.47427, -0.92277, 5.30100], [-0.04752, -0.43273, 5.04293], [0.81645, 0.17400, 2.78280], [-4.91264, -2.26991, -1.04045], [-5.22848, -4.59724, -1.80575], [-3.85543, -5.48647, -3.66020], [-2.18631, -4.03787, -4.77602], [-1.83915, -1.70456, -3.96952], [-0.13243, -3.08265, -1.87637], [0.04935, -2.30417, -0.76794], [0.37091, -3.02789, 0.35264], [0.37549, -4.34516, -0.08021], [0.62954, -5.48314, 0.64255], [0.55943, -6.68839, -0.05653], [0.25197, -6.72155, -1.41514], [0.00116, -5.55206, -2.13298], [0.07068, -4.37745, -1.42710], [0.86817, -5.44076, 1.69843], [0.74690, -7.61559, 0.46916], [0.20614, -7.67508, -1.92704], [-0.23898, -5.56690, -3.18995]], "atomic_forces_ev_per_a": [[-0.78, 0.84, 0.42], [-0.43, -1.44, -0.24], [-0.14, 0.70, 0.03], [-0.48, -0.54, 0.05], [0.27, 0.60, -0.04], [0.04, -0.08, 0.28], [-0.06, -0.05, 0.06], [-0.03, -0.10, -0.06], [0.07, 0.08, -0.05], [0.10, -0.40, -0.24], [0.20, -0.43, -0.11], [0.01, 0.10, -0.08], [-0.04, 0.01, -0.01], [-0.06, -0.01, 0.02], [-0.05, 0.00, 0.04], [0.02, 0.02, 0.02], [0.14, -0.36, 0.11], [0.01, -0.05, 0.11], [0.04, -0.09, 0.00], [-0.08, 0.09, -0.06], [0.01, 0.04, -0.04], [0.02, 0.06, -0.07], [0.31, 0.34, -0.18], [0.13, 0.03, 0.13], [-0.04, 0.08, 0.11], [-0.09, 0.09, -0.25], [0.03, -0.14, -0.11], [0.02, -0.02, 0.01], [0.10, 0.06, 0.10], [-0.05, -0.04, 0.00], [0.05, 0.03, 0.04], [-0.02, 0.01, -0.02], [0.02, -0.03, 0.04], [-0.04, -0.04, -0.06], [0.00, 0.20, 0.12], [-0.03, 0.01, 0.00], [0.01, 0.01, -0.07], [-0.05, 0.02, -0.03], [-0.05, -0.01, 0.02], [0.00, -0.01, 0.06], [0.12, -0.02, 0.07], [0.03, -0.05, -0.01], [0.00, -0.06, -0.04], [0.00, 0.02, -0.08], [-0.05, 0.06, -0.04], [-0.02, 0.11, 0.13], [-0.14, 0.11, -0.04], [-0.14, 0.04, -0.02], [0.18, 0.14, 0.09], [0.48, -0.26, 0.13], [-0.08, 0.00, -0.35], [-0.07, 0.05, -0.02], [-0.12, 0.00, -0.23], [0.03, -0.03, 0.17], [0.11, 0.07, -0.06], [-0.16, -0.05, 0.09], [0.15, 0.01, 0.00], [-0.20, 0.11, -0.04], [0.32, -0.20, 0.47], [0.11, -0.03, -0.13], [0.00, -0.19, 0.00], [0.13, 0.05, -0.13], [0.03, -0.03, -0.03], [0.03, -0.03, 0.01], [0.00, -0.02, 0.00], [-0.11, 0.04, 0.07], [-0.07, -0.03, 0.16], [0.04, 0.01, -0.06], [0.04, 0.04, -0.07], [0.03, 0.02, -0.08], [0.01, 0.03, -0.03], [-0.06, -0.06, 0.05], [0.02, -0.06, -0.06], [0.04, 0.02, -0.01], [-0.02, 0.07, -0.01], [-0.04, 0.02, 0.06], [-0.06, -0.08, 0.04], [0.04, -0.17, -0.23], [0.37, 0.79, -0.04], [0.04, -0.18, 0.21], [-0.02, 0.17, 0.08], [0.03, -0.13, 0.14], [-0.02, 0.04, -0.08], [0.02, 0.01, 0.07], [-0.04, -0.13, -0.17], [-0.05, 0.13, -0.08], [-0.03, -0.01, -0.08], [0.00, 0.02, -0.02], [0.01, 0.05, 0.03], [0.02, 0.02, 0.12]]}

=====

Looking at relative energy (zero: lowest compared OMol25 entry of this formula, charge and spin) for the records above, in order, we have 0.000 2.191 eV.
Looking at molar mass for the records above, in order, we have 173.31 893.70 u.